No. 1
48
Properties=species:S:1:pos:R:3:nbo_charge:R:1 method="wB97M-V/def2-TZVPD" charge=+1 fmax_ev_per_a=0.36 multiplicity=1 energy_ha=-1382.666350 e_homo_ev=-10.62 e_lumo_ev=-3.47 homo_lumo_gap_ev=7.15
Cd 0.12 0.24 -0.21 1.62
N -1.17 1.93 0.60 -0.92
C -1.23 1.92 2.06 0.10
C -1.87 2.90 2.75 -0.19
C -1.92 2.86 4.17 -0.19
C -1.32 1.85 4.85 -0.17
C -0.64 0.82 4.16 -0.01
C 0.01 -0.26 4.80 -0.11
C 0.66 -1.21 4.06 -0.25
C 0.66 -1.08 2.66 0.11
N 0.06 -0.09 2.04 -0.58
C -0.59 0.86 2.76 0.13
H -0.84 2.84 0.28 0.41
H -2.11 1.83 0.22 0.41
H -2.36 3.71 2.22 0.23
H -2.44 3.65 4.70 0.24
H -1.36 1.82 5.94 0.23
H -0.01 -0.32 5.88 0.23
H 1.17 -2.04 4.52 0.25
H 1.18 -1.81 2.04 0.23
N -3.17 -2.80 -0.66 -0.77
C -1.87 -3.12 -0.77 0.61
N -1.58 -4.42 -0.83 -0.59
C -0.28 -4.71 -0.87 0.66
N 0.06 -5.99 -0.85 -0.75
N 0.72 -3.78 -0.94 -0.53
C 0.32 -2.48 -0.95 0.65
N -0.98 -2.13 -0.80 -0.68
C 2.45 -1.12 -0.85 0.34
C 3.53 -1.96 -1.11 -0.02
C 4.77 -1.47 -0.75 -0.13
C 4.91 -0.21 -0.19 -0.26
C 3.79 0.56 -0.02 0.02
N 2.57 0.12 -0.35 -0.57
H -3.85 -3.54 -0.69 0.42
H -3.46 -1.85 -0.72 0.40
H -0.69 -6.67 -0.81 0.42
H 1.02 -6.26 -0.88 0.44
H 2.79 -3.19 -2.67 0.23
H 5.64 -2.09 -0.92 0.23
H 5.88 0.18 0.10 0.23
H 3.84 1.57 0.38 0.20
B 2.29 -4.18 -0.73 0.04
C 3.25 -3.30 -1.68 -0.68
N 1.10 -1.41 -1.11 -0.77
H 2.51 -4.00 0.46 -0.06
H 4.19 -3.84 -1.84 0.24
H 2.41 -5.35 -1.02 -0.06

***

No. 2
44
Properties=species:S:1:pos:R:3:nbo_charge:R:1 method="wB97M-V/def2-TZVPD" fmax_ev_per_a=19.53 multiplicity=1 energy_ha=-4004.222190 e_homo_ev=-7.49 e_lumo_ev=-0.21 homo_lumo_gap_ev=7.28
C 0.74 -3.71 0.20 -0.25
H 0.81 -3.37 -0.93 0.16
H 1.82 -4.07 0.28 0.19
O 0.65 -2.66 1.00 -0.49
C -0.41 -1.92 0.81 0.17
C -0.32 -0.70 1.81 -0.18
C -1.28 0.28 1.95 -0.26
C -2.35 0.35 0.88 -0.01
C -2.59 -0.79 0.14 -0.32
C -1.58 -1.90 0.20 0.34
O -1.88 -2.80 -0.51 -0.52
C -3.06 -3.00 -1.45 -0.24
H -2.85 -4.24 -1.95 0.21
H -3.86 -2.97 -0.73 0.20
H -2.98 -2.32 -2.23 0.20
H -3.50 -0.91 -0.23 0.20
C -3.23 1.34 0.94 -0.46
H -3.10 2.15 1.77 0.21
H -4.20 1.29 0.88 0.22
C -3.07 2.26 -0.35 -0.20
N -1.69 2.18 -0.94 -0.62
C -0.84 3.00 -0.06 0.22
S -1.02 4.37 0.73 -0.08
N 0.54 2.55 -0.17 -0.69
C 1.06 1.46 -1.02 0.67
O 0.44 0.48 -1.32 -0.56
C 2.52 0.87 -0.52 0.03
C 3.50 2.23 -0.66 -0.23
C 4.71 1.76 -0.29 -0.16
C 5.21 0.47 0.02 -0.20
C 4.25 -0.40 0.01 -0.13
C 2.88 -0.26 -0.31 -0.31
H 2.20 -0.97 -0.08 0.25
H 4.53 -1.63 0.32 0.21
Br 6.98 0.07 0.28 0.13
H 5.58 2.77 -0.46 0.19
H 3.20 3.07 -1.10 0.22
H 1.25 3.14 0.41 0.44
H -1.32 1.35 -1.22 0.42
H -3.47 3.38 -0.31 0.24
H -3.52 1.64 -1.11 0.19
H -1.15 1.35 2.64 0.23
H 0.54 -0.60 2.37 0.21
H -0.14 -4.59 0.30 0.18

***

No. 3
48
Properties=species:S:1:pos:R:3:nbo_charge:R:1 method="wB97M-V/def2-TZVPD" fmax_ev_per_a=9.47 multiplicity=1 energy_ha=-2232.546061 e_homo_ev=-10.02 e_lumo_ev=-1.75 homo_lumo_gap_ev=8.27
C 2.07 2.84 2.27 -0.28
O 3.44 2.76 1.71 -0.56
C 3.64 1.49 0.96 -0.08
C 3.99 0.27 2.00 -0.46
C 2.85 -0.95 1.99 -0.12
O 1.52 -0.33 1.93 -0.73
S 0.41 -1.25 1.01 1.66
O 0.62 -2.78 1.17 -0.87
O -1.12 -0.93 1.72 -0.66
C -1.45 0.50 1.41 -0.20
C -3.03 0.68 1.92 0.50
O -3.42 -0.14 2.91 -0.48
Cl -4.22 1.89 1.18 -0.03
H 1.77 3.95 2.57 0.21
H 2.00 2.16 3.24 0.18
H 1.25 2.48 1.50 0.17
H 4.56 1.62 0.23 0.21
H 2.71 1.28 0.26 0.18
H 3.99 0.73 3.09 0.23
H 5.04 -0.20 1.71 0.24
H 3.07 -1.72 1.14 0.23
H 2.93 -1.47 3.05 0.20
H -1.38 0.70 0.24 0.23
H -0.80 1.26 2.02 0.25
C 5.35 -4.93 -0.60 -0.24
C 4.94 -6.13 -1.02 -0.22
C 3.53 -6.36 -1.41 0.46
O 3.15 -7.45 -1.79 -0.48
C 2.61 -5.21 -1.33 -0.21
C 3.03 -4.01 -0.92 -0.24
C 4.43 -3.78 -0.52 0.49
O 4.81 -2.68 -0.14 -0.52
H 6.38 -4.75 -0.31 0.23
H 5.60 -6.98 -1.08 0.24
H 1.58 -5.39 -1.63 0.24
H 2.36 -3.15 -0.85 0.24
C -5.79 4.88 -3.11 -0.23
C -7.05 4.65 -3.51 -0.22
C -7.87 3.59 -2.90 0.47
O -9.02 3.38 -3.26 -0.48
C -7.25 2.78 -1.83 -0.22
C -5.99 3.01 -1.43 -0.23
C -5.17 4.07 -2.04 0.48
O -4.02 4.28 -1.68 -0.49
H -5.18 5.65 -3.55 0.23
H -7.52 5.24 -4.29 0.24
H -7.86 2.01 -1.39 0.24
H -5.52 2.43 -0.65 0.23

***

No. 4
45
Properties=species:S:1:pos:R:3:nbo_charge:R:1 method="wB97M-V/def2-TZVPD" charge=+1 fmax_ev_per_a=2.07 multiplicity=1 energy_ha=-1405.718673 e_homo_ev=-13.02 e_lumo_ev=-4.53 homo_lumo_gap_ev=8.49
F 1.44 -1.52 5.56 -0.32
C 0.72 -0.36 5.41 0.97
F 0.06 -0.12 6.58 -0.31
F 1.64 0.66 5.26 -0.32
C -0.21 -0.45 4.23 -0.10
C -1.46 0.16 4.26 -0.19
C -2.32 -0.04 3.19 -0.18
C -1.97 -0.89 2.11 -0.06
C -3.03 -1.25 1.14 0.04
C -2.61 -1.84 -0.15 -0.04
C -1.79 -2.99 -0.20 -0.18
C -1.38 -3.51 -1.43 -0.19
C -1.88 -2.95 -2.61 -0.11
C -1.41 -3.44 -3.95 0.97
F -2.48 -3.65 -4.78 -0.32
F -0.62 -2.52 -4.60 -0.32
F -0.69 -4.59 -3.90 -0.31
C -2.79 -1.90 -2.59 -0.17
C -3.14 -1.33 -1.38 -0.20
C -0.60 -1.29 2.02 -0.18
C 0.26 -1.13 3.11 -0.17
H -1.72 0.77 5.12 0.25
H -3.28 0.49 3.23 0.22
H -3.80 -0.45 1.06 0.22
H -1.41 -3.43 0.73 0.23
H -0.66 -4.32 -1.48 0.25
H -3.18 -1.50 -3.53 0.25
H -3.78 -0.45 -1.40 0.23
H -0.17 -1.76 1.12 0.24
H 1.27 -1.53 3.09 0.26
C -5.29 -1.84 2.96 -0.44
N -4.55 -2.34 1.70 -0.13
C -5.51 -2.31 0.52 -0.44
N -3.97 -3.64 1.82 -0.47
C -4.96 -4.72 1.96 -0.44
H -6.01 -1.10 2.58 0.22
H -5.84 -2.66 3.46 0.24
H -4.60 -1.33 3.65 0.23
H -6.57 -2.27 0.80 0.24
H -5.27 -1.42 -0.08 0.23
H -5.28 -3.21 -0.06 0.24
H -3.25 -3.61 2.56 0.38
H -4.53 -5.72 1.98 0.25
H -5.53 -4.67 2.90 0.19
H -5.63 -4.69 1.10 0.21

***

No. 5
55
Properties=species:S:1:pos:R:3:nbo_charge:R:1 method="wB97M-V/def2-TZVPD" charge=-1 fmax_ev_per_a=3.02 multiplicity=1 energy_ha=-2252.858967 e_homo_ev=-4.22 e_lumo_ev=1.66 homo_lumo_gap_ev=5.88
O -3.67 -1.31 7.91 -0.74
C -3.98 -0.53 6.98 0.72
O -5.08 -0.57 6.34 -0.77
C -2.88 0.50 6.58 -0.01
C -2.10 0.24 5.36 -0.28
C -1.05 1.20 5.04 0.02
N -0.70 2.31 5.73 -0.48
C -1.46 2.53 6.83 0.02
C -2.55 1.72 7.34 -0.29
H -2.27 -0.63 4.71 0.23
H -0.46 0.98 4.12 0.17
H -1.20 3.44 7.44 0.17
H -3.13 1.95 8.25 0.22
C 1.00 -0.25 -2.28 -0.64
C 1.92 -0.06 -1.09 -0.08
O 1.44 1.00 -0.25 -0.48
C 0.42 0.68 0.56 0.69
O -0.09 -0.40 0.62 -0.53
C 0.03 1.88 1.43 0.90
F -0.07 3.02 0.72 -0.32
F 0.95 2.11 2.39 -0.31
F -1.14 1.70 2.04 -0.29
H 0.88 0.69 -2.82 0.21
H 1.40 -1.00 -2.96 0.22
H 0.02 -0.56 -1.96 0.23
H 2.91 0.23 -1.42 0.20
H 2.03 -0.98 -0.51 0.20
C -6.59 -0.03 -0.57 -0.64
C -5.68 -1.23 -0.68 -0.08
O -4.65 -1.01 -1.67 -0.49
C -3.62 -0.25 -1.27 0.68
O -3.51 0.23 -0.18 -0.51
C -2.59 -0.13 -2.39 0.90
F -3.14 0.17 -3.58 -0.31
F -1.90 -1.27 -2.56 -0.31
F -1.68 0.84 -2.13 -0.31
H -7.01 0.22 -1.55 0.21
H -7.41 -0.24 0.12 0.23
H -6.05 0.84 -0.21 0.23
H -6.25 -2.10 -1.02 0.19
H -5.23 -1.50 0.28 0.21
C 8.03 -0.60 -4.46 -0.64
C 6.75 -0.21 -5.17 -0.08
O 5.71 -1.17 -4.93 -0.48
C 5.09 -1.08 -3.75 0.69
O 5.34 -0.27 -2.91 -0.53
C 3.99 -2.14 -3.65 0.90
F 4.40 -3.35 -4.05 -0.31
F 2.93 -1.82 -4.43 -0.31
F 3.53 -2.27 -2.40 -0.30
H 8.33 -1.61 -4.75 0.21
H 8.84 0.09 -4.71 0.22
H 7.90 -0.61 -3.38 0.23
H 6.92 -0.19 -6.25 0.20
H 6.42 0.79 -4.88 0.20

***

No. 6
46
Properties=species:S:1:pos:R:3:nbo_charge:R:1 method="wB97M-V/def2-TZVPD" charge=+1 fmax_ev_per_a=0.71 multiplicity=2 energy_ha=-2504.496976 s_squared=0.76 e_homo_ev="-11.28 / -11.65" e_lumo_ev="-4.67 / -5.71" homo_lumo_gap_ev="6.61 / 5.94"
Ir 1.10 0.27 -0.64 0.19
S 0.02 -1.21 0.55 0.29
C -1.50 -1.38 -0.30 -0.27
C -2.61 -1.92 0.36 -0.10
C -3.81 -2.05 -0.33 -0.15
C -4.94 -2.60 0.35 0.24
N -5.85 -3.04 0.90 -0.23
C -3.89 -1.64 -1.67 -0.08
C -2.79 -1.09 -2.30 -0.17
C -1.59 -0.96 -1.61 -0.17
S -0.17 -0.24 -2.36 0.13
C -5.13 -1.75 -2.38 0.23
N -6.12 -1.84 -2.96 -0.21
H -2.54 -2.24 1.39 0.24
H -2.87 -0.77 -3.33 0.25
N -0.55 -4.40 0.92 -0.78
C -0.06 -4.30 -0.31 0.33
S 1.33 -3.35 -0.63 -0.04
N -0.65 -4.93 -1.33 -0.57
C -1.77 -5.82 -1.27 0.18
C -2.90 -5.50 -0.54 -0.29
C -3.97 -6.39 -0.53 -0.17
C -3.92 -7.56 -1.25 -0.19
C -2.79 -7.85 -2.01 -0.17
C -1.71 -6.99 -2.03 -0.24
H 0.01 -4.02 1.67 0.43
H -1.26 -5.08 1.15 0.43
H -0.14 -4.89 -2.20 0.43
H -2.99 -4.55 -0.03 0.22
H -4.86 -6.13 0.04 0.24
H -4.75 -8.25 -1.24 0.24
H -2.75 -8.76 -2.60 0.23
H -0.83 -7.21 -2.61 0.23
C 1.05 3.60 -1.15 -1.13
Si 0.59 2.43 0.25 1.42
C -1.22 2.61 0.67 -1.13
C 1.64 2.65 1.78 -1.13
H 0.87 4.60 -0.75 0.26
H 0.41 3.46 -2.02 0.26
H 2.09 3.56 -1.47 0.25
H -1.44 3.62 1.01 0.26
H -1.51 1.92 1.47 0.25
H -1.85 2.41 -0.20 0.25
H 1.45 3.68 2.10 0.27
H 2.71 2.54 1.64 0.25
H 1.32 1.99 2.59 0.25

***

No. 7
43
Properties=species:S:1:pos:R:3:nbo_charge:R:1 method="wB97M-V/def2-TZVPD" smiles="COc1ccc(-n2c(C)nn(CCOc3ccccc3)c2=O)cc1" fmax_ev_per_a=0.82 multiplicity=1 energy_ha=-1087.304771 e_homo_ev=-8.30 e_lumo_ev=0.65 homo_lumo_gap_ev=8.94
C 5.53 4.62 -2.13 -0.25
H 6.04 5.58 -2.14 0.20
O 4.80 4.59 -0.93 -0.49
C 4.06 3.49 -0.64 0.31
C 3.96 2.36 -1.45 -0.32
C 3.17 1.29 -1.05 -0.15
C 2.48 1.33 0.16 0.09
C 2.57 2.47 0.96 -0.17
C 3.34 3.53 0.56 -0.24
H 3.42 4.42 1.17 0.23
H 2.01 2.51 1.88 0.24
N 1.68 0.25 0.57 -0.43
C 1.98 -1.09 0.56 0.37
N 1.00 -1.79 1.03 -0.28
N 0.02 -0.90 1.37 -0.26
C 0.40 0.38 1.10 0.74
O -0.24 1.39 1.28 -0.65
C -1.24 -1.33 1.89 -0.23
H -1.61 -0.56 2.57 0.23
H -1.10 -2.27 2.43 0.22
C -2.27 -1.54 0.77 -0.07
O -3.45 -2.01 1.37 -0.52
C -4.54 -2.23 0.58 0.39
C -4.59 -2.05 -0.79 -0.33
C -5.76 -2.30 -1.48 -0.19
C -6.89 -2.75 -0.82 -0.25
C -6.84 -2.94 0.56 -0.19
C -5.68 -2.69 1.25 -0.28
H -5.62 -2.83 2.32 0.22
H -7.72 -3.29 1.09 0.21
H -7.80 -2.95 -1.36 0.21
H -5.79 -2.15 -2.55 0.21
H -3.73 -1.70 -1.34 0.22
H -2.44 -0.58 0.26 0.19
H -1.87 -2.27 0.04 0.18
C 3.27 -1.67 0.13 -0.66
H 3.42 -2.61 0.64 0.25
H 4.09 -0.98 0.36 0.23
H 3.27 -1.86 -0.95 0.23
H 3.08 0.44 -1.70 0.21
H 4.48 2.30 -2.39 0.22
H 6.27 3.81 -2.17 0.18
H 4.87 4.55 -3.00 0.18

***

No. 8
45
Properties=species:S:1:pos:R:3:nbo_charge:R:1 method="wB97M-V/def2-TZVPD" fmax_ev_per_a=17.23 multiplicity=1 energy_ha=-1237.076611 e_homo_ev=-7.68 e_lumo_ev=-1.46 homo_lumo_gap_ev=6.21
C 3.84 2.65 0.51 -0.62
C 2.72 2.05 1.25 -0.07
C 1.36 2.06 0.83 -0.22
C 0.41 1.69 1.60 -0.27
C 0.83 1.11 2.79 0.27
C 1.99 1.15 3.39 -0.23
C 3.03 1.74 2.67 0.02
C 4.47 1.30 3.20 -0.58
H 4.46 0.86 4.22 0.21
H 4.88 2.40 3.21 0.21
H 4.90 0.72 2.66 0.17
H 2.13 0.49 4.48 0.23
O -0.16 0.64 3.63 -0.56
C -1.76 0.65 3.34 -0.12
C -1.86 -0.22 2.04 0.77
O -2.91 0.24 1.37 -0.72
O -0.99 -0.97 1.79 -0.26
N -0.89 -1.78 0.76 -0.32
C -1.93 -2.53 0.04 0.47
N -3.28 -2.29 0.35 -0.81
H -3.71 -2.77 -0.40 0.38
H -3.68 -1.49 0.99 0.48
C -1.49 -3.19 -1.06 -0.54
C -1.52 -2.13 -2.22 0.13
C -2.24 -2.75 -3.31 -0.29
C -2.34 -1.64 -4.52 0.03
C -1.31 -0.40 -4.55 0.02
C -0.67 -0.40 -3.35 -0.12
C -0.56 -1.02 -2.27 -0.25
H 0.07 -0.92 -1.54 0.25
H 0.04 0.48 -3.38 0.23
N -1.34 0.33 -5.56 0.45
O -0.73 1.33 -5.55 -0.36
O -2.12 0.24 -6.51 -0.43
H -2.90 -1.70 -5.29 0.18
H -3.11 -3.41 -3.31 0.24
H -1.94 -4.18 -1.31 0.24
H -0.54 -3.31 -0.91 0.27
H -2.29 0.23 4.16 0.22
H -2.12 1.73 3.31 0.23
H -0.68 1.94 1.16 0.24
H 1.14 2.79 0.13 0.21
H 4.51 3.45 1.15 0.21
H 3.65 3.12 -0.41 0.22
H 4.66 1.73 0.45 0.21

***

No. 9
43
Properties=species:S:1:pos:R:3:nbo_charge:R:1 method="wB97M-V/def2-TZVPD" smiles=CCn1cc(CNCc2cn[nH]c2-c2cc3ccccc3o2)cn1 fmax_ev_per_a=1.23 multiplicity=1 energy_ha=-1046.313801 e_homo_ev=-7.76 e_lumo_ev=0.56 homo_lumo_gap_ev=8.31
C -3.84 0.61 1.94 -0.61
H -3.95 1.58 1.47 0.21
H -4.06 0.70 3.00 0.21
H -4.55 -0.08 1.49 0.22
C -2.41 0.09 1.75 -0.21
N -2.10 -0.07 0.35 -0.17
C -1.70 0.89 -0.51 -0.04
C -1.55 0.29 -1.74 -0.15
C -1.90 -1.05 -1.51 -0.05
N -2.22 -1.25 -0.25 -0.28
H -1.91 -1.87 -2.20 0.21
C -1.05 0.93 -3.00 -0.24
N 0.32 1.39 -2.83 -0.63
H 0.48 2.22 -3.38 0.36
C 1.34 0.40 -3.19 -0.23
C 1.20 -0.88 -2.45 -0.14
C 1.18 -1.13 -1.08 0.14
N 1.03 -2.48 -0.95 -0.31
N 0.97 -3.10 -2.12 -0.25
C 1.07 -2.15 -3.03 -0.05
H 1.04 -2.41 -4.07 0.21
H 0.93 -2.98 -0.09 0.42
C 1.22 -0.27 0.06 0.26
C 1.30 1.09 0.15 -0.29
C 1.24 1.40 1.54 -0.06
C 1.25 2.57 2.29 -0.21
C 1.15 2.47 3.66 -0.23
C 1.05 1.23 4.30 -0.21
C 1.04 0.05 3.57 -0.25
C 1.14 0.15 2.20 0.27
O 1.13 -0.86 1.29 -0.43
H 0.96 -0.91 4.06 0.23
H 0.98 1.19 5.37 0.22
H 1.16 3.36 4.27 0.21
H 1.33 3.53 1.81 0.21
H 1.35 1.77 -0.67 0.25
H 2.31 0.85 -2.97 0.21
H 1.31 0.17 -4.27 0.18
H -1.15 0.22 -3.83 0.18
H -1.68 1.80 -3.22 0.21
H -1.54 1.90 -0.20 0.22
H -2.31 -0.90 2.21 0.22
H -1.69 0.77 2.20 0.21

***

No. 10
50
Properties=species:S:1:pos:R:3:nbo_charge:R:1 method="wB97M-V/def2-TZVPD" fmax_ev_per_a=5.72 multiplicity=1 energy_ha=-1895.492075 e_homo_ev=-7.98 e_lumo_ev=-2.33 homo_lumo_gap_ev=5.65
C -6.33 -1.05 0.36 -0.39
N -5.61 -0.75 1.60 -0.50
C -6.34 -1.05 2.84 -0.39
C -4.19 -0.52 1.60 0.18
C -3.68 0.79 1.56 -0.21
C -2.33 1.01 1.45 -0.17
C -1.42 -0.05 1.39 -0.13
C 0.02 0.24 1.22 0.47
C 0.97 -0.72 1.57 -0.72
S 2.72 -0.35 1.52 0.90
C 3.17 -1.43 2.91 -0.75
C 3.20 -1.51 0.21 -0.76
O 0.37 1.36 0.78 -0.72
C -1.93 -1.35 1.49 -0.14
C -3.28 -1.58 1.59 -0.24
H -5.67 -0.91 -0.49 0.21
H -6.67 -2.09 0.36 0.17
H -7.19 -0.39 0.25 0.19
H -5.69 -0.90 3.70 0.21
H -7.20 -0.39 2.94 0.19
H -6.68 -2.08 2.84 0.17
H -4.37 1.61 1.60 0.22
H -1.94 2.01 1.41 0.24
H 0.67 -1.68 1.92 0.21
H 4.25 -1.49 3.02 0.23
H 2.76 -1.01 3.83 0.26
H 2.77 -2.43 2.78 0.23
H 4.28 -1.57 0.14 0.23
H 2.81 -2.51 0.40 0.24
H 2.81 -1.17 -0.75 0.24
H -1.25 -2.19 1.46 0.19
H -3.66 -2.58 1.65 0.21
O 5.89 1.09 -4.75 -0.34
N 4.67 0.96 -4.89 0.51
O 4.16 0.57 -5.94 -0.37
C 3.81 1.28 -3.77 0.00
C 2.45 1.12 -3.89 -0.11
C 1.58 1.32 -2.80 0.00
N 0.16 1.14 -3.02 0.50
O -0.23 0.96 -4.18 -0.37
O -0.61 1.18 -2.06 -0.33
C 2.07 1.68 -1.57 -0.13
C 3.44 1.90 -1.46 0.04
N 4.32 2.31 -0.46 0.39
O 3.94 2.61 0.70 -0.39
O 5.60 2.36 -0.86 -0.06
N 5.58 1.99 -2.13 -0.10
C 4.32 1.71 -2.52 0.09
H 2.04 0.82 -4.84 0.29
H 1.43 1.73 -0.70 0.33